# 1
{"formula": "C2H6N4OS", "method": "wB97M-V/def2-TZVPD", "species": ["C", "C", "N", "N", "N", "N", "O", "S", "H", "H", "H", "H", "H", "H"], "positions_angstrom": [[1.429, -0.198, -1.497], [-0.026, -0.874, -1.458], [-0.922, 0.243, -1.013], [-0.340, 1.198, -0.300], [-0.424, 0.595, 2.638], [-0.701, -0.192, 1.589], [2.363, -0.569, -2.107], [1.284, 1.320, -0.576], [-0.199, -1.242, -2.446], [0.037, -1.751, -0.805], [-1.636, -0.274, -0.515], [0.416, 1.294, 2.577], [-1.367, 1.048, 2.816], [0.087, -0.597, 1.095]], "mulliken_charge": [0.440, -0.499, -0.214, -0.292, -0.337, -0.405, -0.475, 0.030, 0.352, 0.287, 0.365, 0.244, 0.285, 0.219], "homo_energy_ev": [-7.75, -7.93], "de_lowest_kcal_mol": 136.1, "gap_ev": [8.259, 8.050], "total_charge": 0}



# 2
{"formula": "C51H50AsCdFN3O3", "method": "wB97M-V/def2-TZVPD", "species": ["Cd", "O", "C", "C", "C", "C", "C", "C", "C", "N", "N", "C", "O", "C", "C", "C", "C", "C", "C", "H", "H", "H", "H", "H", "H", "H", "H", "H", "H", "C", "C", "C", "C", "C", "C", "C", "C", "C", "C", "C", "C", "N", "C", "C", "C", "C", "C", "C", "F", "H", "H", "H", "H", "H", "H", "H", "H", "H", "H", "H", "H", "H", "H", "H", "H", "H", "H", "H", "H", "H", "C", "O", "H", "H", "H", "H", "C", "C", "C", "C", "C", "C", "As", "C", "C", "C", "C", "C", "C", "C", "C", "C", "C", "C", "C", "H", "H", "H", "H", "H", "H", "H", "H", "H", "H", "H", "H", "H", "H", "H"], "positions_angstrom": [[-0.837, -0.063, -0.578], [0.411, -1.564, 0.467], [0.172, -2.092, 1.631], [1.213, -2.833, 2.254], [1.112, -3.338, 3.530], [-0.057, -3.173, 4.277], [-1.118, -2.537, 3.669], [-1.047, -1.999, 2.377], [-2.317, -1.528, 1.825], [-2.431, -0.927, 0.711], [-3.716, -0.692, 0.233], [-3.690, -0.616, -1.082], [-2.690, -0.773, -1.855], [-5.014, -0.271, -1.708], [-5.191, -0.442, -3.074], [-6.393, -0.092, -3.677], [-7.424, 0.439, -2.917], [-7.252, 0.609, -1.548], [-6.056, 0.252, -0.946], [2.117, -2.985, 1.678], [1.953, -3.878, 3.950], [-0.144, -3.569, 5.280], [-2.064, -2.451, 4.194], [-3.233, -1.786, 2.364], [-4.374, -0.845, -3.652], [-6.518, -0.228, -4.745], [-8.359, 0.721, -3.387], [-8.052, 1.028, -0.949], [-5.903, 0.387, 0.115], [-3.740, 2.423, 1.659], [-2.668, 2.950, 0.703], [-2.274, 4.381, 1.068], [-3.098, 2.873, -0.750], [-4.366, 3.314, -1.121], [-4.767, 3.313, -2.445], [-3.881, 2.887, -3.422], [-2.604, 2.447, -3.098], [-1.667, 2.023, -4.217], [-2.161, 0.775, -4.948], [-1.435, 3.160, -5.215], [-2.211, 2.428, -1.747], [-0.925, 1.953, -1.381], [0.148, 2.668, -1.803], [0.117, 4.007, -2.241], [1.248, 4.645, -2.732], [2.467, 3.990, -2.829], [2.542, 2.669, -2.387], [1.423, 2.077, -1.865], [1.534, 0.774, -1.431], [-3.364, 2.417, 2.686], [-4.044, 1.411, 1.395], [-4.629, 3.060, 1.650], [-1.772, 2.337, 0.805], [-3.124, 5.061, 0.949], [-1.463, 4.741, 0.432], [-1.940, 4.438, 2.108], [-5.055, 3.653, -0.356], [-5.765, 3.633, -2.717], [-4.195, 2.883, -4.460], [-0.704, 1.774, -3.774], [-3.124, 0.962, -5.430], [-2.278, -0.056, -4.253], [-1.446, 0.492, -5.725], [-2.338, 3.359, -5.798], [-0.640, 2.893, -5.915], [-1.145, 4.083, -4.711], [-0.829, 4.533, -2.209], [1.163, 5.674, -3.061], [3.339, 4.479, -3.242], [3.451, 2.084, -2.462], [0.052, 1.404, 2.973], [0.222, 0.994, 1.627], [0.720, 2.236, 3.218], [0.230, 0.575, 3.664], [-0.981, 1.730, 3.090], [0.934, 0.341, 1.579], [7.178, -2.399, 3.618], [7.314, -2.222, 2.249], [6.299, -1.622, 1.512], [5.137, -1.184, 2.137], [4.996, -1.400, 3.509], [6.012, -1.989, 4.248], [3.583, -0.397, 1.229], [3.866, 1.494, 1.686], [3.662, 1.832, 3.025], [3.694, 3.155, 3.439], [3.896, 4.169, 2.512], [4.069, 3.848, 1.176], [4.060, 2.519, 0.769], [4.187, -0.505, -0.615], [3.390, -1.278, -1.456], [3.720, -1.416, -2.798], [4.840, -0.777, -3.309], [5.642, -0.008, -2.474], [5.318, 0.124, -1.131], [7.970, -2.867, 4.189], [8.214, -2.553, 1.747], [6.425, -1.502, 0.444], [4.074, -1.126, 4.007], [5.882, -2.142, 5.312], [3.457, 1.060, 3.757], [3.538, 3.394, 4.484], [3.896, 5.205, 2.829], [4.190, 4.627, 0.435], [4.173, 2.296, -0.281], [2.490, -1.736, -1.058], [3.088, -2.008, -3.448], [5.088, -0.873, -4.358], [6.520, 0.489, -2.867], [5.955, 0.714, -0.481]], "mulliken_charge": [1.744, -0.762, 0.260, -0.349, -0.415, -0.893, -0.437, 0.592, -0.837, 0.659, -0.925, -0.021, -0.792, 0.698, -0.192, -0.703, -0.408, -0.710, -0.242, 0.462, 0.417, 0.388, 0.360, 0.269, 0.417, 0.395, 0.378, 0.385, 0.370, -1.663, 2.043, -1.829, 0.917, -0.201, -1.424, -0.253, 0.817, 0.856, -1.376, -1.751, -0.473, 1.126, -1.595, -0.323, -1.111, -0.691, -0.422, 1.285, -0.266, 0.484, 0.074, 0.454, -1.114, 0.367, 0.361, 0.427, 0.274, 0.371, 0.258, -0.161, 0.244, 0.181, 0.500, 0.365, 0.428, 0.377, 0.676, 0.394, 0.436, 0.371, -0.505, 0.382, 0.148, 0.283, 0.053, -0.471, -0.424, -0.724, -0.329, 0.597, -0.392, -0.785, 1.001, 0.670, -0.564, -0.751, -0.565, -0.782, -0.123, 0.328, -0.862, -0.426, -0.703, -0.794, 0.155, 0.364, 0.393, 0.324, 0.253, 0.383, 0.159, 0.388, 0.372, 0.459, 0.082, 0.297, 0.436, 0.366, 0.402, 0.366], "homo_energy_ev": -4.49, "de_lowest_kcal_mol": 10.7, "gap_ev": 6.915, "total_charge": -1}



# 3
{"formula": "CH3ClFOP", "method": "wB97M-V/def2-TZVPD", "species": ["C", "O", "F", "P", "Cl", "H", "H", "H"], "positions_angstrom": [[0.004, -0.297, 0.069], [0.274, -1.421, -0.515], [-1.046, 0.455, -2.475], [1.343, -2.387, -1.086], [0.176, -3.968, -1.523], [-0.707, 0.137, -1.705], [0.731, 0.339, 0.371], [-0.974, -0.144, 0.457]], "mulliken_charge": [-0.670, -0.027, -0.393, 0.078, -0.181, 0.426, 0.362, 0.404], "homo_energy_ev": [-8.14, -8.75], "de_lowest_kcal_mol": 118.2, "gap_ev": [7.668, 7.922], "total_charge": 0}



# 4
{"formula": "C5H7N", "method": "wB97M-V/def2-TZVPD", "species": ["C", "C", "C", "N", "C", "C", "H", "H", "H", "H", "H", "H", "H"], "positions_angstrom": [[1.611, -0.078, 0.039], [0.539, 0.194, -0.868], [-0.276, -0.981, -0.828], [-1.308, -0.706, -0.069], [-1.087, 0.600, 0.488], [-0.280, 1.281, -0.465], [0.158, 0.085, 1.234], [2.234, -0.969, -0.067], [2.105, 0.766, 0.518], [-0.036, -1.993, -1.138], [-1.956, -1.382, 0.309], [-1.909, 1.001, 1.080], [0.195, 2.215, -0.180]], "mulliken_charge": [-1.008, 0.315, -0.325, -0.024, -0.680, -0.278, 0.231, 0.239, 0.294, 0.408, 0.220, 0.322, 0.286], "homo_energy_ev": -7.01, "de_lowest_kcal_mol": 130.9, "gap_ev": 7.763, "total_charge": 0}



# 5
{"formula": "C5H14", "method": "wB97M-V/def2-TZVPD", "species": ["C", "C", "H", "H", "H", "H", "H", "H", "C", "C", "C", "H", "H", "H", "H", "H", "H", "H", "H"], "positions_angstrom": [[-0.263, -2.766, -0.668], [0.502, -2.006, -1.806], [-0.727, -3.570, -1.141], [0.610, -3.281, -0.172], [-0.915, -2.156, -0.108], [0.067, -1.932, -2.750], [1.277, -2.644, -2.245], [0.775, -1.032, -1.558], [-0.154, 1.624, 0.336], [-1.414, 1.596, 1.274], [1.249, 1.837, 0.961], [-0.165, 0.593, -0.030], [-0.464, 2.191, -0.552], [-1.472, 0.567, 1.723], [1.577, 2.933, 1.190], [1.344, 1.258, 1.947], [-2.280, 1.745, 0.601], [-1.224, 2.225, 2.135], [2.077, 1.389, 0.377]], "mulliken_charge": [-0.766, -0.930, 0.310, 0.203, 0.303, 0.346, 0.335, 0.201, 0.188, -1.041, -0.997, -0.218, 0.320, 0.241, 0.268, 0.276, 0.306, 0.339, 0.317], "homo_energy_ev": -11.00, "smiles": "CCC.CC", "de_lowest_kcal_mol": 33.1, "gap_ev": 12.063, "total_charge": 0}



# 6
{"formula": "C2H2FI", "method": "wB97M-V/def2-TZVPD", "species": ["C", "C", "F", "I", "H", "H"], "positions_angstrom": [[0.794, 0.285, 0.057], [-0.479, -0.360, -0.091], [-0.417, -1.673, 0.001], [-2.248, 0.776, -0.047], [0.660, 1.317, 0.035], [1.691, -0.345, 0.045]], "mulliken_charge": [-0.632, 0.198, -0.213, 0.132, 0.251, 0.264], "homo_energy_ev": -9.13, "smiles": "C=C(F)I", "de_lowest_kcal_mol": 8.4, "gap_ev": 9.333, "total_charge": 0}



- Which formula does entry 4 have?
  C5H7N



Copy entry 1 word for word.
{"formula": "C2H6N4OS", "method": "wB97M-V/def2-TZVPD", "species": ["C", "C", "N", "N", "N", "N", "O", "S", "H", "H", "H", "H", "H", "H"], "positions_angstrom": [[1.429, -0.198, -1.497], [-0.026, -0.874, -1.458], [-0.922, 0.243, -1.013], [-0.340, 1.198, -0.300], [-0.424, 0.595, 2.638], [-0.701, -0.192, 1.589], [2.363, -0.569, -2.107], [1.284, 1.320, -0.576], [-0.199, -1.242, -2.446], [0.037, -1.751, -0.805], [-1.636, -0.274, -0.515], [0.416, 1.294, 2.577], [-1.367, 1.048, 2.816], [0.087, -0.597, 1.095]], "mulliken_charge": [0.440, -0.499, -0.214, -0.292, -0.337, -0.405, -0.475, 0.030, 0.352, 0.287, 0.365, 0.244, 0.285, 0.219], "homo_energy_ev": [-7.75, -7.93], "de_lowest_kcal_mol": 136.1, "gap_ev": [8.259, 8.050], "total_charge": 0}